Record 1
Density functional theory data (ωB97M-V/def2-TZVPD) for a structure of composition CHF3NO3S2Tb at a distorted geometry.

CARTESIAN COORDINATES (ANGSTROEM)
O1 1.707 -2.467 0.825
F1 -3.161 -1.133 0.270
F2 -3.635 0.916 -0.199
H1 -2.321 -0.170 -1.291
Tb1 0.577 1.058 -0.147
S1 3.332 1.271 0.323
F3 -1.680 0.419 0.573
C1 -2.702 -0.017 -0.268
N1 2.495 -0.070 0.937
O2 0.968 -0.847 -0.923
O3 2.189 2.421 0.004
S2 2.232 -1.381 -0.104

Net charge: 0
Molecular weight, u: 355.076
LUMO (alpha / beta), eV: -1.7 / -1.3
HOMO-LUMO gap (alpha / beta), eV: 5.4 / 5.9
Highest occupied orbital energy (alpha / beta), eV: -7.172 / -7.185
Maximum force, eV/A: 3.59
<S²>: 12.751
E, eV: -60942.2063
Spin multiplicity: 7

Atomic partial charges in e from the Mulliken method, atoms 1 to 2: number 1, O, carries -0.585; number 2, F, carries -0.192


Record 2
Density functional theory data (ωB97M-V/def2-TZVPD) for the molecule CHF3O3S at a distorted geometry.

CARTESIAN COORDINATES (ANGSTROEM)
S1 0.503 0.434 1.346
F1 -0.370 -1.331 -2.245
O1 0.878 -0.174 2.540
F2 0.048 0.636 -1.430
O2 -0.078 -0.993 -0.009
H1 1.775 0.812 0.820
O3 -0.352 1.501 1.325
F3 -1.875 -0.308 -1.191
C1 -0.531 -0.576 -1.157

Net charge: 0
Molecular weight, u: 150.077
LUMO, eV: -2.0
HOMO-LUMO gap, eV: 11.0
SMILES: O=[SH](=O)OC(F)(F)F
Highest occupied orbital energy, eV: -12.940
Maximum force, eV/A: 4.79
E, eV: -26181.0425

Atomic partial charges in e from the Mulliken method, atoms 1 to 2: number 1, S, carries 0.962; number 2, F, carries -0.220


Record 3
Density functional theory data (ωB97M-V/def2-TZVPD) for a structure of composition CHF3OPd at a distorted geometry.

CARTESIAN COORDINATES (ANGSTROEM)
H1 -2.072 2.119 3.206
O1 -3.416 2.133 3.153
C1 -0.960 2.659 3.055
Pd1 -4.283 3.229 2.382
F1 -0.938 3.838 3.675
F2 -0.819 2.874 1.747
F3 0.068 1.929 3.482

Net charge: +1
Molecular weight, u: 192.432
LUMO (alpha / beta), eV: -6.6 / -8.7
HOMO-LUMO gap (alpha / beta), eV: 9.9 / 8.5
Highest occupied orbital energy (alpha / beta), eV: -16.445 / -17.158
Maximum force, eV/A: 9.89
<S²>: 3.764
E, eV: -14718.2038
Spin multiplicity: 4

Atomic partial charges in e from the Mulliken method, atoms 1 to 2: number 1, H, carries 0.088; number 2, O, carries -0.532


Record 4
Density functional theory data (ωB97M-V/def2-TZVPD) for a cluster of 2 separate species, CHFINO2 in total at a distorted geometry.

CARTESIAN COORDINATES (ANGSTROEM)
O1 1.000 3.737 -0.674
C1 -0.665 -0.113 -0.328
F1 -0.174 -0.249 -1.503
I1 -2.686 0.149 -0.018
O2 -0.281 2.179 0.306
H1 -0.094 -0.560 0.365
N1 0.480 3.196 0.242

Net charge: 0
Molecular weight, u: 204.926
LUMO (alpha / beta), eV: -0.3 / -2.0
HOMO-LUMO gap (alpha / beta), eV: 9.9 / 6.0
Highest occupied orbital energy (alpha / beta), eV: -10.145 / -7.946
Maximum force, eV/A: 3.63
E, eV: -17450.0584

Atomic partial charges in e from the Mulliken method, atoms 1 to 2: number 1, O, carries -0.354; number 2, C, carries -0.260